Computed, not measured: the molecule C20H25N3O2S, with ωB97M-V with the def2-TZVPD basis set.

Computed properties:
* SMILES string: COCCNC(=S)N(CCc1c(C)[nH]c2ccccc12)Cc1ccco1
* 2S+1: 1
* relative energy (zero: lowest compared OMol25 entry of this formula, charge and spin): 184.4 kJ/mol
* total charge: 0
* Kohn-Sham gap: 8.6 eV
* HOMO: -7.79 eV

Last column: Mulliken charge in e.
Atoms and positions in Å:
H -3.031 -2.199 -1.523  0.332
H -2.302 -3.347 -0.368  0.395
H 1.185 -0.261 2.197  0.225
C -2.202 -1.277 0.258  -1.098
H -3.411 3.554 -2.339  0.398
C 4.940 0.282 0.948  -0.474
H 2.746 -1.975 -1.927  0.268
O 3.861 -0.506 0.825  -0.297
H -1.109 -0.006 -0.993  0.125
C 0.189 -1.418 -0.280  0.400
H 6.320 1.181 -0.482  0.472
H 2.427 -2.429 -0.227  0.375
H -1.925 -1.604 1.264  0.426
C 0.182 1.433 1.387  0.374
H -1.363 1.515 2.826  0.232
N 1.253 -0.897 -0.942  0.290
N -1.071 1.700 1.881  0.116
H 4.746 -0.082 -2.279  0.494
H -2.892 -0.435 0.330  0.289
H -3.779 2.552 1.807  0.427
H -5.048 -3.647 -1.414  0.296
C -3.186 2.616 0.906  -0.827
C 2.533 -1.590 -0.922  -0.952
C -1.635 2.779 -1.456  -0.185
C 1.218 0.827 2.262  -1.389
H -4.284 -4.660 -0.162  0.298
H -4.753 3.409 -0.299  0.402
H 1.398 2.443 -1.584  0.463
H -1.050 2.850 -2.363  0.408
C -4.853 -3.739 -0.338  -0.736
H 0.272 0.354 -2.313  0.654
H 2.028 0.261 -2.450  0.511
N -1.022 -0.849 -0.450  0.089
C -1.067 2.289 -0.280  0.822
H 1.056 1.111 3.300  0.490
C 4.633 -0.083 -1.214  -0.581
C -1.858 2.215 0.893  -0.623
C 3.670 -0.729 -0.491  0.486
H 2.301 1.552 -0.354  0.285
C 5.461 0.577 -0.274  -0.473
C 1.202 0.312 -1.736  -1.418
C 1.356 1.597 -0.895  -0.531
C 0.228 1.785 0.064  0.288
H 5.238 0.559 1.940  0.501
C -2.909 -2.435 -0.453  -0.437
S 0.337 -2.746 0.711  -0.415
H 2.211 1.149 1.960  0.227
H -5.797 -3.785 0.200  0.245
O -4.166 -2.617 0.153  -0.306
C -2.954 3.173 -1.437  -0.821
C -3.721 3.092 -0.273  -0.536